Here is a cluster of 4 separate species, C31H25Cl3F3N3O9S in total in a non-equilibrium geometry from the Open Molecules 2025 dataset. Energies are from ωB97M-V/def2-TZVPD.

Last column: Löwdin charge in e.
Cartesian coordinates (Å):
1 C 2.48235 -0.60616 3.44812  -0.12
2 C 1.69494 -1.32323 2.26823  -0.60
3 Cl 1.18594 -3.04129 2.64958  0.63
4 C 1.36494 -0.78538 1.02082  -0.54
5 Cl 1.97950 0.93419 0.72271  0.63
6 C 0.57955 -1.42972 -0.17606  -0.23
7 C -1.05018 -1.38228 -0.23783  -0.30
8 C -1.55828 -0.13553 -1.15259  -0.09
9 C -3.09212 -0.28847 -1.61070  -0.09
10 C -4.07224 0.76520 -0.92256  -0.43
11 N -5.31990 0.22365 -0.34476  0.11
12 O -3.83333 1.98300 -0.80275  0.02
13 C -1.89317 -1.62178 1.09169  -0.07
14 O -2.66836 -0.48208 1.54343  0.02
15 C -1.95587 0.36161 2.39655  -0.47
16 F -1.01136 1.18700 1.73799  0.08
17 F -1.36478 -0.25843 3.50203  0.11
18 F -2.90792 1.27114 2.93363  0.09
19 N -1.25593 -2.51640 -1.23032  0.05
20 C -0.03114 -2.76821 -2.05043  -0.33
21 O 0.10657 -2.84886 -3.26863  0.12
22 C 1.07866 -2.82294 -0.85224  -0.62
23 Cl 2.81799 -2.55330 -1.40669  0.70
24 N 0.70151 -4.12122 -0.22808  0.03
25 C 1.71299 -4.93360 -0.40250  -0.69
26 S 2.78520 -6.03350 -0.97332  0.71
27 H 2.98880 0.36312 3.16346  0.06
28 H 3.32656 -1.33360 3.74462  0.09
29 H 1.81749 -0.53500 4.37920  0.09
30 H 0.81269 -0.71613 -1.05782  0.12
31 H -0.94618 -0.19939 -2.12700  0.13
32 H -1.30816 0.87482 -0.69793  0.12
33 H -3.13919 -0.07994 -2.74190  0.14
34 H -3.52202 -1.32809 -1.46371  0.10
35 H -5.41782 0.53193 0.63134  0.07
36 H -5.26684 -0.80397 -0.39556  0.07
37 H -2.67932 -2.42234 0.82053  0.15
38 H -1.25193 -2.10307 1.89671  0.10
39 H -1.69290 -3.36359 -0.83096  0.13
40 C 5.32095 4.62818 -2.88630  0.02
41 C 5.81046 3.62318 -2.15949  0.02
42 C 5.17458 3.21510 -0.88853  -0.39
43 O 5.62177 2.29969 -0.22392  0.10
44 C 3.97458 3.96314 -0.45586  0.01
45 C 3.48490 4.96813 -1.18254  0.03
46 C 4.12087 5.37621 -2.45352  -0.39
47 O 3.67410 6.29120 -3.11795  0.11
48 H 5.77407 4.94081 -3.81871  0.12
49 H 6.68759 3.06484 -2.46225  0.12
50 H 3.52134 3.65054 0.47668  0.10
51 H 2.60773 5.52639 -0.87975  0.12
52 C 7.53416 -2.73796 -1.45438  0.03
53 C 6.40363 -2.52020 -0.78200  0.02
54 C 6.41660 -2.23589 0.66935  -0.38
55 O 5.38551 -2.03921 1.28416  0.09
56 C 7.73145 -2.20091 1.34496  0.02
57 C 8.86205 -2.41866 0.67249  0.02
58 C 8.84887 -2.70292 -0.77852  -0.39
59 O 9.87981 -2.89967 -1.39285  0.10
60 H 7.54311 -2.94815 -2.51658  0.12
61 H 5.43307 -2.54125 -1.26101  0.06
62 H 7.72262 -1.99069 2.40710  0.12
63 H 9.83278 -2.39737 1.15200  0.12
64 C -9.92608 3.20068 0.14399  0.02
65 C -8.75572 2.84731 0.67619  0.03
66 C -8.53874 1.48903 1.21737  -0.38
67 O -7.47198 1.16688 1.70464  0.09
68 C -9.66784 0.53725 1.14453  0.02
69 C -10.83813 0.89040 0.61244  0.02
70 C -11.05550 2.24918 0.07100  -0.39
71 O -12.12200 2.57131 -0.41623  0.11
72 H -10.10291 4.19100 -0.25637  0.12
73 H -7.91824 3.53120 0.73674  0.13
74 H -9.49078 -0.45312 1.54491  0.12
75 H -11.67537 0.20624 0.55190  0.12

Atoms 1-2, force components in eV/Å:
0.299 -1.694 0.015
-0.220 1.308 -1.267

Output
structure (SMILES) = C/C(Cl)=C(\Cl)[C@@H]1[C@](CCC(N)=O)(COC(F)(F)F)NC(=O)[C@]1(Cl)N=C=S.O=C1C=CC(=O)C=C1.O=C1C=CC(=O)C=C1.O=C1C=CC(=O)C=C1
energy = -111997.6742 eV
frontier orbital gap = 7.784 eV